(1)
Computed, not measured: a structure of composition C25H32Br2ClIrN6OS2, with ωB97M-V with the def2-TZVPD basis set.

Geometry (Å):
Ir (1.92, -0.68, -2.29)
Br (3.95, -1.61, -5.99)
Br (1.54, 0.08, -4.55)
Cl (3.51, 2.29, 3.64)
S (6.54, -0.19, -1.91)
S (3.57, 0.43, -1.40)
O (-3.74, 2.28, 0.65)
N (-1.34, 1.92, -1.33)
N (3.30, -2.05, -2.72)
N (0.44, 0.60, -1.56)
N (0.71, -2.36, -2.79)
N (4.62, -1.79, -2.57)
N (-0.91, 1.50, -0.13)
C (-3.21, -0.02, 1.28)
C (-0.40, 2.97, 4.09)
C (1.47, -3.41, -3.19)
C (-3.16, 2.04, 2.94)
C (-2.43, 1.49, 4.19)
C (2.90, -3.20, -3.11)
C (6.54, 1.16, -0.73)
C (-0.48, -4.75, -3.51)
C (-1.49, 1.98, 1.12)
C (1.81, 2.07, 3.88)
C (3.22, 0.09, -5.61)
C (-2.15, -0.95, 1.90)
C (0.90, -4.62, -3.55)
C (-2.90, 1.50, 1.50)
C (-3.30, -0.36, -0.21)
C (-0.52, 1.36, -2.18)
C (-0.06, 0.61, 4.19)
C (-0.61, -2.50, -2.73)
C (4.89, -0.66, -2.01)
C (1.31, 0.78, 4.04)
C (-0.94, 1.69, 4.17)
C (0.15, 0.73, -0.26)
C (0.97, 3.17, 3.94)
C (-1.25, -3.68, -3.08)
C (-4.56, -0.37, 1.92)
H (-4.23, 1.95, 3.11)
H (-3.73, -1.36, -0.32)
H (2.87, 0.55, -6.53)
H (-1.05, 3.83, 4.12)
H (-2.67, 0.45, 4.36)
H (1.98, -0.06, 4.06)
H (-4.55, -0.26, 3.00)
H (-4.66, 2.14, 0.88)
H (-0.77, 1.73, 1.89)
H (-2.33, -1.97, 1.56)
H (-2.97, 3.12, 2.88)
H (-2.20, -0.96, 2.99)
H (3.61, -3.99, -3.35)
H (-2.32, -0.39, -0.69)
H (-0.58, 1.52, -3.24)
H (3.92, 0.72, -5.07)
H (5.90, 1.98, -1.03)
H (-2.86, 2.03, 5.04)
H (-0.94, -5.69, -3.79)
H (-1.18, -1.64, -2.39)
H (0.70, 0.30, 0.56)
H (-1.13, -0.68, 1.62)
H (7.57, 1.51, -0.74)
H (1.38, 4.16, 3.86)
H (-5.38, 0.24, 1.52)
H (1.53, -5.44, -3.86)
H (-4.81, -1.41, 1.70)
H (-1.54, 3.06, 1.03)
H (-0.45, -0.40, 4.31)
H (6.30, 0.81, 0.27)
H (-2.32, -3.75, -3.02)
H (-3.92, 0.35, -0.76)

Properties
Orbital gap (spin up / spin down): 0.174 / 0.174 Eh
F_max: 0.633 eV/A
ΔE to the lowest compared entry with this formula, charge and spin: 20.9 kcal/mol
2S+1: 1
Total charge: +2
LUMO level (spin up / spin down): -8.29 / -8.29 eV

---

(2)
Computed, not measured: a cluster of 2 separate species, C21H28IN2O6 in total, with ωB97M-V with the def2-TZVPD basis set.

Geometry (Å):
I (-3.86, 1.33, -1.93)
O (1.65, -2.24, 2.08)
O (0.26, -3.97, 1.66)
O (-1.27, 4.19, 1.17)
O (-1.33, 0.77, -3.25)
O (-0.44, -1.85, 1.41)
O (2.64, -2.07, -1.37)
N (-0.86, 3.20, 1.87)
N (1.16, -2.04, -3.16)
C (1.11, 2.22, 3.03)
C (1.85, -1.45, -2.01)
C (0.56, -6.14, -2.35)
C (-0.21, 1.28, -0.13)
C (-0.79, 2.08, -1.31)
C (0.49, -2.71, 1.73)
C (-1.86, 1.42, 3.33)
C (-1.23, 0.87, 0.95)
C (0.94, 2.10, 0.51)
C (1.62, -4.41, -3.67)
C (-0.09, -5.16, -1.61)
C (1.41, -5.76, -3.39)
C (-1.75, 2.00, 1.90)
C (1.30, 4.29, 1.66)
C (-1.68, 1.33, -2.27)
C (0.41, -0.07, -0.53)
C (0.95, -3.44, -2.93)
C (0.59, 2.93, 1.76)
C (0.09, -3.82, -1.91)
C (-3.15, 2.43, 1.51)
C (1.42, -0.05, -1.67)
H (-3.77, 1.53, 1.50)
H (0.43, -7.19, -2.13)
H (-2.85, 1.02, 3.49)
H (-0.36, -0.81, -0.71)
H (2.34, 0.48, -1.43)
H (1.93, -6.52, -3.95)
H (2.37, 4.14, 1.79)
H (1.17, 4.71, 0.66)
H (-1.66, 2.21, 4.06)
H (0.04, 2.38, -1.95)
H (0.46, 2.47, 3.87)
H (2.31, -4.13, -4.45)
H (-3.57, 3.10, 2.26)
H (-1.30, 2.99, -0.98)
H (2.09, 2.61, 3.29)
H (-0.72, -5.43, -0.77)
H (-3.20, 2.87, 0.52)
H (1.68, 1.37, 0.83)
H (0.91, 4.99, 2.40)
H (-0.41, -3.07, -1.31)
H (-0.77, 0.04, 1.50)
H (-2.10, 0.44, 0.46)
H (0.99, 0.41, -2.56)
H (0.90, -0.42, 0.38)
H (1.72, -1.94, -4.00)
H (-1.12, 0.64, 3.50)
H (1.15, 1.14, 2.92)
H (1.42, 2.72, -0.25)

Properties
Orbital gap (spin up / spin down): 0.098 / 0.098 Eh
F_max: 1.072 eV/A
2S+1: 2
Total charge: -2
LUMO level (spin up / spin down): 3.82 / 3.82 eV